ORCA calculation (ωB97M-V/def2-TZVPD) on a single C4H9N3O molecule at a distorted geometry.

Summary:
**Multiplicity**: 1
**Structure (SMILES)**: C[C@@]1(O)NC(N)=C1N
**DFT total energy**: -10810.3765 eV
**Total charge**: 0
**Frontier orbital gap**: 7.88 eV
**HOMO energy**: -0.2559 hartree
**Energy above the lowest of the compared OMol25 structures with the same formula, charge and spin**: 201.2 kJ/mol

Atoms and positions in Å:
O -1.410 0.507 1.450
N 0.954 -0.138 1.062
N 2.356 1.133 -0.552
N -0.682 0.812 -1.859
C -1.046 -1.640 0.390
C -0.581 -0.210 0.601
C -0.103 0.553 -0.606
C 1.151 0.631 -0.108
H 3.083 1.203 0.144
H -0.341 0.205 -2.599
H 1.143 0.356 1.934
H -1.692 0.773 -1.815
H -1.616 -0.035 2.223
H -0.344 -2.161 -0.254
H 2.263 1.817 -1.288
H -2.035 -1.645 -0.068
H -1.100 -2.161 1.346

Mulliken population analysis, charges in e, atoms 1 to 2:
1 O -0.5271
2 N -0.6434

ORCA calculation (ωB97M-V/def2-TZVPD) on an isolated ion of composition C4H9N2O2 and charge -1 at a distorted geometry.

Summary:
**Multiplicity**: 1
**Structure (SMILES)**: CNCCNC(=O)[O-]
**DFT total energy**: -11370.3647 eV
**Total charge**: -1
**Frontier orbital gap**: 7.78 eV
**HOMO energy**: -0.1532 hartree
**Energy above the lowest of the compared OMol25 structures with the same formula, charge and spin**: 77.3 kJ/mol

Atoms and positions in Å:
O -2.917 -2.503 0.849
O -3.405 -0.521 -0.112
N 1.527 0.950 -0.584
N -1.230 -1.051 0.335
C 2.497 0.769 0.491
C -2.669 -1.390 0.364
C -0.777 -0.139 -0.689
C 0.087 0.992 -0.131
H 2.051 0.384 1.420
H -0.297 1.935 -0.488
H 1.550 0.107 -1.139
H 0.044 0.883 0.949
H -0.723 -1.923 0.359
H -0.291 -0.703 -1.483
H -1.676 0.329 -1.091
H 2.911 1.746 0.781
H 3.318 0.135 0.167

Mulliken population analysis, charges in e, atoms 1 to 2:
1 O -0.7662
2 O -0.7309

ORCA calculation (ωB97M-V/def2-TZVPD) on C23H23AsLuOP as an isolated structure at a distorted geometry.

Summary:
**Multiplicity**: 1
**DFT total energy**: -130015.0247 eV
**Total charge**: 0
**Frontier orbital gap (spin up / spin down)**: 5.01 / 3.86 eV
**HOMO energy (spin up / spin down)**: -0.1813 / -0.1460 hartree
**Energy above the lowest of the compared OMol25 structures with the same formula, charge and spin**: 0.0 kJ/mol

Atoms and positions in Å:
Lu -2.271 -0.837 -0.900
As 0.752 0.335 0.440
P -2.390 0.285 -3.219
O -0.813 -0.478 0.372
C 1.919 0.727 3.020
C 0.819 1.037 2.204
C 1.511 1.507 -2.070
C 0.531 3.504 -3.029
C -0.368 3.580 -1.960
C 1.653 -2.372 -0.073
C 1.466 2.466 -3.088
C 3.980 -2.974 -0.427
C 4.361 -1.639 -0.256
C 0.641 1.616 -0.979
C -4.265 -2.554 -1.136
C -4.043 -1.995 1.104
C 1.036 2.190 4.738
C 2.029 1.310 4.288
C -0.073 2.478 3.930
C 2.629 -3.338 -0.342
C -3.453 -3.529 -0.514
C -0.194 1.885 2.667
C 2.034 -1.034 0.089
C -3.290 -3.173 0.849
C -4.636 -1.569 -0.112
C -0.317 2.632 -0.934
C 3.386 -0.666 -0.003
H -1.032 2.674 -0.105
H 4.739 -3.735 -0.627
H -1.071 2.081 2.045
H -2.582 -0.446 -4.431
H 3.678 0.381 0.124
H -4.722 -2.617 -2.119
H 0.598 -2.654 0.013
H 2.890 1.077 4.916
H -2.991 -4.370 -1.021
H 1.127 2.652 5.725
H -3.318 1.361 -3.380
H -5.396 -0.807 -0.227
H -4.125 -1.475 2.050
H 5.409 -1.343 -0.317
H -1.165 0.958 -3.532
H 2.334 -4.381 -0.481
H -0.845 3.164 4.282
H 0.500 4.255 -3.824
H -1.111 4.379 -1.922
H 2.218 0.676 -2.119
H -2.615 -3.656 1.555
H 2.164 2.397 -3.925
H 2.683 0.034 2.660

Mulliken population analysis, charges in e, atoms 1 to 2:
1 Lu 0.6929
2 As 1.2670

ORCA calculation (ωB97M-V/def2-TZVPD) on a single C17H23N3O3 molecule at a distorted geometry.

Summary:
**Multiplicity**: 1
**Structure (SMILES)**: O=C(CC[C@@H]1CNCCO1)NC(=O)N[C@@H]1CCc2ccccc21
**DFT total energy**: -28613.0373 eV
**Total charge**: 0
**Frontier orbital gap**: 9.46 eV
**HOMO energy**: -0.3228 hartree
**Energy above the lowest of the compared OMol25 structures with the same formula, charge and spin**: 435.6 kJ/mol

Atoms and positions in Å:
O -3.330 -0.568 -1.485
O -1.155 1.163 1.349
O -0.269 -1.973 1.880
N -2.801 0.073 0.549
N -1.160 0.186 -1.265
N 2.154 -1.236 3.085
C 0.837 -0.733 3.593
C -1.750 -1.432 3.682
C -0.969 0.783 -2.582
C 0.519 2.563 -1.625
C -2.469 -0.006 -0.776
C -0.844 -0.233 -3.769
C -2.304 -0.074 3.096
C 0.939 -2.376 1.207
C 0.562 0.116 -4.345
C 2.389 1.809 -3.644
C 2.080 -1.511 1.601
C 0.166 1.640 -2.581
C 1.819 3.163 -1.739
C 2.734 2.900 -2.745
C -1.989 0.351 1.623
C 1.070 1.289 -3.530
C -0.284 -1.716 3.294
H -3.739 -0.183 0.697
H 1.180 -3.445 1.407
H 0.192 -2.516 3.833
H -0.126 2.871 -0.810
H -3.387 0.078 3.356
H -1.722 -0.094 -4.407
H -2.355 -2.248 3.509
H 0.749 -2.265 0.026
H 0.633 0.335 3.372
H -0.803 -1.300 -3.628
H 2.041 3.999 -1.070
H -1.765 0.749 3.570
H 2.488 -2.016 3.674
H -1.706 -1.478 4.759
H 3.070 1.327 -4.347
H 1.038 -0.784 4.679
H 3.707 3.506 -2.761
H -0.445 0.603 -0.594
H -1.812 1.422 -2.738
H 0.511 0.465 -5.453
H 1.277 -0.593 -4.285
H 2.008 -0.560 1.034
H 3.020 -2.050 1.302

Mulliken population analysis, charges in e, atoms 1 to 2:
1 O -0.7211
2 O -0.5452

ORCA calculation (ωB97M-V/def2-TZVPD) on C31H52N9O4OsP as an isolated structure at a distorted geometry.

Summary:
**Multiplicity**: 5
**DFT total energy**: -66326.8210 eV
**Total charge**: +2
**Frontier orbital gap (spin up / spin down)**: 7.09 / 6.25 eV
**<S²>**: 6.026
**HOMO energy (spin up / spin down)**: -0.4683 / -0.4766 hartree
**Energy above the lowest of the compared OMol25 structures with the same formula, charge and spin**: 0.0 kJ/mol

Atoms and positions in Å:
Os -0.403 -0.791 -0.269
P 2.839 -1.628 0.452
O -0.646 -2.943 -2.549
O 0.178 0.909 0.998
O -1.395 -2.165 -0.594
O -0.109 2.032 2.955
N -0.198 -0.600 -2.636
N -6.341 5.873 -1.102
N -4.043 1.927 -0.815
N -5.597 3.848 -0.827
N 1.265 -1.173 0.163
N -2.281 0.642 -0.507
N -1.129 -0.075 2.598
N -1.330 -1.122 1.599
N -6.120 4.728 -1.700
C 2.188 -4.353 0.227
C 4.086 -0.361 -0.133
C -5.278 6.377 2.413
C -5.894 5.761 0.218
C 5.578 -0.507 0.419
C 4.068 -2.945 2.671
C -4.731 5.061 2.602
C -4.865 4.058 1.650
C -2.379 -1.673 -3.665
C 1.614 -2.518 2.791
C -0.001 -2.133 -4.464
C 0.805 -1.054 -4.647
C 1.247 1.215 -3.670
C 2.732 -3.169 -1.878
C -5.400 2.464 -1.219
C -2.909 2.761 -0.836
C -3.641 0.641 -0.645
C 3.540 0.993 0.338
C -4.549 -0.585 -0.663
C 4.562 -3.894 -0.452
C 3.123 -3.312 -0.412
C -1.869 1.943 -0.643
C -5.491 4.447 0.442
C 4.174 -0.307 -1.646
C 0.605 -0.132 -3.576
C 2.960 -1.927 2.348
C -0.920 -1.811 -3.321
C -5.885 6.736 1.201
C -0.380 0.965 2.139
C 3.245 -0.605 3.073
C -0.905 1.967 4.180
H -5.139 7.131 3.153
H -4.463 3.055 1.803
H 1.754 -2.667 -1.994
H -0.804 2.163 -0.671
H 3.767 1.759 -0.376
H -2.812 -2.638 -3.899
H 0.582 1.988 -3.212
H 5.021 -2.622 2.211
H 2.357 -4.526 1.304
H 3.179 -0.288 -2.159
H 4.763 0.574 -1.921
H -1.474 -0.108 3.577
H -5.558 -0.325 -0.992
H 6.164 0.277 -0.029
H 2.451 1.013 0.477
H 2.918 -0.718 4.116
H 1.473 -0.911 -5.465
H 2.587 -4.188 -2.295
H 3.927 1.364 1.277
H -6.287 7.722 0.949
H 2.360 -5.356 -0.187
H 3.454 -2.654 -2.457
H 1.334 1.492 -4.726
H -5.506 2.387 -2.311
H -2.943 -1.342 -2.784
H -2.009 1.906 4.014
H -6.225 1.854 -0.833
H 4.561 -4.755 -1.149
H 4.265 -2.925 3.748
H 1.743 -3.436 3.302
H -4.052 -1.376 -1.268
H -4.019 4.878 3.421
H 2.715 0.223 2.605
H -0.888 -1.947 1.997
H 4.324 -0.434 3.107
H 4.967 -4.223 0.530
H 0.120 -3.102 -4.958
H -0.728 2.889 4.744
H 1.155 -4.085 0.112
H -0.546 1.195 4.896
H 0.918 -2.724 2.002
H 4.782 -1.122 -2.047
H -2.313 -1.415 1.466
H 5.596 -0.408 1.483
H 3.804 -3.961 2.375
H 1.162 -1.744 3.422
H -4.621 -0.941 0.396
H 2.173 1.335 -3.117
H -2.503 -0.989 -4.514
H -2.833 3.823 -0.951
H 5.250 -3.172 -0.891
H 5.976 -1.489 0.111

Mulliken population analysis, charges in e, atoms 1 to 2:
1 Os 3.2963
2 P -1.1023

ORCA calculation (ωB97M-V/def2-TZVPD) on C9H11NS as an isolated structure at a distorted geometry.

Summary:
**Multiplicity**: 1
**DFT total energy**: -21833.5651 eV
**Total charge**: 0
**Frontier orbital gap**: 9.26 eV
**HOMO energy**: -0.3135 hartree
**Energy above the lowest of the compared OMol25 structures with the same formula, charge and spin**: 201.0 kJ/mol

Atoms and positions in Å:
S 1.469 1.108 -0.713
N 2.405 -2.247 0.444
C 1.664 -1.465 0.017
C -0.262 -0.816 -1.521
C 0.678 -0.497 -0.398
C -0.552 -0.098 1.014
C -1.643 -0.602 -0.863
C -1.572 -1.130 0.561
C -1.145 1.197 0.466
C 2.478 1.379 0.726
C -1.817 0.910 -0.621
H -2.514 -0.887 1.011
H -2.505 -0.762 -1.485
H -0.023 -0.064 2.011
H 3.130 0.487 1.146
H -1.343 -2.149 0.728
H 1.735 1.621 1.476
H 3.083 2.179 0.583
H -0.147 0.049 -2.211
H -2.069 1.538 -1.488
H -1.098 2.121 0.902
H 0.049 -1.874 -1.784

Mulliken population analysis, charges in e, atoms 1 to 2:
1 S -0.0384
2 N -0.5241